The following is a quantum chemistry calculation of a 10-piece molecular cluster, C32H46N10O12 overall at a distorted geometry, from OMol25.

Values from the calculation:
Electronic energy   -73403.2761 eV
Structure (SMILES)   Oc1ccc(O)cc1.Oc1ccc(O)cc1.Oc1ccc(O)cc1.Oc1ccc(O)cc1.NC(N)=O.NC(N)=O.NC(N)=O.NC(N)=O.CC#N.CC#N
E_HOMO   -7.523 eV
LUMO level   0.24 eV
Spin multiplicity   1

The geometry in XYZ format:
```
100
Properties=species:S:1:pos:R:3:forces:R:3
O 3.477753 -23.833634 -8.800443 -0.7244 -0.1663 -0.2953
C 3.310401 -24.163610 -7.464624 1.0215 0.3470 -0.2473
C 4.378087 -23.881973 -6.621870 -0.4981 0.4306 1.3095
C 4.305894 -24.172374 -5.253178 0.3243 0.2710 -1.2055
C 3.179690 -24.820099 -4.780578 -0.4466 -0.6698 0.6487
O 3.142671 -25.238570 -3.494481 0.6481 0.2394 0.4203
C 2.105143 -25.060850 -5.623354 -0.1848 0.2030 -0.4342
C 2.143430 -24.709689 -6.976422 0.3815 -0.6017 0.2609
H 4.360324 -24.102045 -9.064732 0.0486 0.0631 -0.0006
H 5.190618 -23.256751 -6.969251 0.1624 -0.2629 -0.2370
H 5.127696 -23.866904 -4.621295 -0.0886 -0.2214 0.2494
H 2.380133 -25.821247 -3.256356 -0.0568 0.4741 -0.4014
H 1.224138 -25.510799 -5.182486 -0.0207 -0.1000 -0.1735
H 1.324290 -24.964127 -7.635194 0.2151 0.0802 0.0269
O -1.630789 -29.186863 2.743011 -0.1332 -0.3868 0.3241
C -1.184134 -30.501632 2.778941 -1.5734 1.4656 0.7189
C -1.554364 -31.297881 3.862286 1.2594 -0.5460 -0.1797
C -1.046084 -32.600337 3.901283 -0.3527 0.4667 -0.5275
C -0.259206 -33.101623 2.845079 -0.4894 0.0740 0.2818
O 0.263707 -34.357567 3.050061 0.0962 0.0166 -0.2858
C -0.067940 -32.344407 1.693452 0.0217 0.5990 1.1055
C -0.540350 -31.024173 1.717973 1.4900 -1.1197 -1.5850
H -0.945938 -28.593800 2.404554 0.0971 -0.0521 0.1254
H -2.043742 -30.839953 4.709257 -0.2692 -0.1463 -0.0469
H -1.291119 -33.255123 4.725602 0.2104 -0.0226 0.0920
H 0.982093 -34.489549 2.423423 -0.0692 -0.1016 -0.0300
H 0.540315 -32.618430 0.841885 -0.0515 -0.4305 0.0474
H -0.254683 -30.443436 0.849621 -0.3260 0.3321 0.0825
O 3.293072 -30.410504 -4.572487 -0.1336 -0.2876 -2.8591
C 2.002508 -30.149403 -4.991432 -0.0713 -1.1489 -0.6105
C 1.345657 -29.055529 -4.481293 0.2380 0.9679 0.0437
C 0.052789 -28.734855 -4.846308 -0.2379 -0.4877 -0.8947
C -0.602113 -29.573760 -5.743265 0.4339 -0.8797 0.2076
O -1.941218 -29.360742 -5.982730 -0.2512 0.2965 0.0589
C 0.051207 -30.678956 -6.279995 0.6113 -0.3669 0.3897
C 1.362245 -30.993256 -5.891834 -0.7766 0.6993 0.0386
H 3.553951 -31.314012 -4.767028 -0.1782 -0.1740 -0.5374
H 1.838871 -28.374517 -3.797498 -0.4503 -0.1180 -0.6185
H -0.443342 -27.830790 -4.522420 0.1304 -0.0816 0.3292
H -2.392875 -30.147926 -6.301457 0.2131 -0.0881 -0.1627
H -0.423742 -31.379699 -6.955342 -0.3074 0.2049 -0.0636
H 1.831009 -31.881266 -6.292789 0.1446 0.0187 -0.0156
O -2.645498 -27.161136 -7.308479 1.0067 -0.1390 0.3255
C -1.921500 -26.126990 -6.748988 -1.1531 -0.0061 -0.4888
C -1.975108 -25.959494 -5.387444 -0.1353 0.2972 0.7848
C -1.419200 -24.843182 -4.801597 0.7624 1.2483 -0.2667
C -0.796521 -23.869940 -5.604860 -0.2408 -0.5061 -0.7538
O -0.292094 -22.710746 -5.057281 -0.1142 -0.2721 0.5514
C -0.747109 -24.049976 -6.988982 -0.8805 0.0319 0.2254
C -1.358718 -25.159178 -7.555484 0.0595 -0.3509 -0.0847
H -2.377168 -27.927406 -6.749050 -0.6698 0.1211 -0.6605
H -2.570342 -26.632222 -4.781889 0.1364 -0.1532 0.0356
H -1.473354 -24.681552 -3.736441 -0.2268 0.0022 -0.2148
H 0.357676 -22.308492 -5.640947 0.0600 -0.1160 -0.0802
H -0.325780 -23.290534 -7.635851 0.0669 0.0646 0.1012
H -1.476562 -25.333619 -8.617256 0.3404 0.3025 -0.1092
N 2.477105 -28.416733 2.517040 0.5060 -1.3669 1.1358
C 1.455038 -27.565277 2.352379 0.3078 0.6426 0.7078
N 1.569677 -26.865327 1.207514 -2.0580 1.6448 -0.5067
O 0.573564 -27.366416 3.208952 0.5965 -0.5601 -1.2911
H 2.470106 -29.017701 3.325711 0.0594 0.1430 -0.1008
H 3.245694 -28.475411 1.880793 -0.0091 -0.0301 -0.1363
H 2.202477 -26.935259 0.434968 0.3097 -0.5652 0.2168
H 0.717640 -26.347536 1.011503 0.2525 0.0748 -0.1746
N -0.593118 -25.811130 -1.772227 0.2823 -0.5828 0.3707
C 0.255171 -26.838880 -2.020304 -1.5579 0.9357 -0.9276
N -0.148957 -27.972134 -1.420218 0.1012 -0.5937 0.5100
O 1.176864 -26.792996 -2.850713 0.3641 -0.0907 0.5462
H -0.636161 -24.939770 -2.266285 0.8061 0.0521 0.2714
H -1.131029 -25.901225 -0.915844 -0.2186 0.3924 -0.0498
H 0.409273 -28.809939 -1.394874 -0.0230 0.1855 -0.0710
H -0.982370 -27.941443 -0.853367 0.0682 -0.0274 0.0868
N -2.891413 -22.055936 -0.803766 0.1977 0.3274 0.0104
C -1.881642 -22.345497 -1.689489 -0.1273 -1.2214 0.2165
N -2.162410 -22.006414 -2.962453 0.1529 0.2073 0.6328
O -0.885711 -23.013543 -1.386847 -0.3985 0.4981 0.2818
H -2.794374 -22.290849 0.165539 0.1351 -0.0801 -0.0046
H -3.576283 -21.364265 -1.046604 -0.0753 -0.0283 0.1082
H -1.447283 -22.206937 -3.651645 -0.2405 0.4582 -0.2791
H -2.966535 -21.418679 -3.068455 0.1239 0.0342 -0.8671
N -2.007241 -25.588886 2.983031 -0.9332 -0.1058 1.1557
C -1.761875 -25.271376 1.700055 1.5262 -1.3774 0.1060
N -1.523158 -23.973432 1.481798 -0.1733 1.4938 -0.8944
O -1.561049 -26.107140 0.803401 -0.4172 0.0182 0.6802
H -1.913926 -26.497629 3.406290 0.0560 -0.3408 -0.8127
H -2.155297 -24.875521 3.673409 0.1235 0.2371 -0.1939
H -1.623634 -23.261688 2.180532 0.1669 -0.1392 0.1796
H -1.089265 -23.724267 0.597373 -0.1911 0.0652 -0.0821
C -2.565541 -30.188246 -2.821119 0.4640 -0.9011 -0.5530
C -3.289186 -29.083829 -2.236802 -0.3362 -0.0818 0.2329
N -3.895504 -28.228197 -1.769904 0.1032 0.1073 -0.0486
H -2.289137 -29.956684 -3.850299 0.1689 0.2207 0.2626
H -3.133472 -31.117100 -2.897555 -0.4845 0.2577 0.2755
H -1.681625 -30.469298 -2.248171 0.1254 0.3828 0.0081
C 3.282993 -29.724365 -2.322887 0.1036 -0.3460 2.0364
C 2.088508 -30.319609 -1.713690 0.5635 0.4573 0.2058
N 1.100574 -30.705068 -1.269861 0.0579 -0.3568 -0.0284
H 2.953298 -28.806090 -2.811752 0.7311 -0.3023 0.3639
H 3.651091 -30.445289 -3.053130 -0.0017 0.7704 1.2523
H 4.083918 -29.535905 -1.612132 -0.2769 0.1773 0.4529
```
Forces are in eV/Å.

Löwdin atomic charge list, values in e, 2 entries: O 0.01; C -0.33